ORCA calculation (the ωB97M-V functional and the def2-TZVPD basis) on a molecular structure, C32H48AsN3O4OsPS.

```
! RIJCOSX wB97M-V def2-TZVPD def2/J DEFGRID3
* xyz 3 1
Os -0.023 0.445 0.942
N 3.341 -4.117 2.283
C 3.032 -2.802 1.565
C 1.910 -2.978 0.547
C 0.472 -2.891 1.100
N -0.252 -1.759 0.470
C 0.410 -2.726 2.613
C 1.328 -1.628 3.135
N 0.741 -0.283 2.858
C 2.755 -1.683 2.558
H 3.598 -4.847 1.612
H 2.553 -4.470 2.830
H 4.132 -4.004 2.924
H 3.958 -2.579 1.032
H 2.047 -3.899 -0.024
H 2.069 -2.168 -0.166
H -0.063 -3.804 0.831
H -1.257 -1.899 0.616
H -0.152 -1.812 -0.543
H 0.653 -3.672 3.105
H -0.621 -2.525 2.920
H 1.375 -1.719 4.221
H 1.393 0.412 3.214
H -0.101 -0.176 3.428
H 3.494 -1.685 3.362
H 2.938 -0.772 1.986
S 0.301 2.446 1.619
C 1.455 3.347 0.624
C 1.648 4.694 0.913
C 2.554 5.414 0.146
C 3.270 4.791 -0.869
C 3.088 3.437 -1.139
C 2.165 2.717 -0.399
As 1.806 0.846 -0.620
C 1.201 0.571 -2.423
C 0.997 1.642 -3.283
C 0.510 1.411 -4.564
C 0.224 0.122 -4.982
C 0.419 -0.951 -4.120
C 0.903 -0.725 -2.843
C 3.581 0.073 -0.504
C 4.424 0.523 0.513
C 5.713 0.021 0.625
C 6.168 -0.928 -0.285
C 5.338 -1.363 -1.309
C 4.045 -0.862 -1.425
H 1.102 5.172 1.717
H 2.709 6.465 0.349
H 3.983 5.360 -1.450
H 3.667 2.956 -1.919
H 1.202 2.657 -2.967
H 0.355 2.246 -5.234
H -0.148 -0.052 -5.983
H 0.200 -1.958 -4.449
H 1.069 -1.577 -2.188
H 4.093 1.294 1.202
H 6.373 0.393 1.398
H 7.182 -1.300 -0.216
H 5.707 -2.068 -2.043
H 3.429 -1.171 -2.260
C -5.548 -1.471 0.300
C -4.341 -1.797 -0.551
C -4.422 -1.233 -1.954
C -4.033 -3.279 -0.553
O -3.113 -1.201 0.126
P -2.664 0.251 0.423
O -1.999 0.305 1.809
O -1.375 0.495 -0.493
O -3.830 1.175 0.107
C -4.195 2.607 0.435
C -4.973 2.548 1.732
C -5.044 3.040 -0.740
C -2.924 3.418 0.557
H -6.411 -1.999 -0.106
H -5.774 -0.406 0.293
H -5.403 -1.804 1.328
H -5.241 -1.724 -2.480
H -3.501 -1.424 -2.506
H -4.622 -0.163 -1.949
H -4.857 -3.816 -1.019
H -3.918 -3.655 0.464
H -3.128 -3.488 -1.127
H -5.864 1.931 1.625
H -5.290 3.556 2.002
H -4.360 2.152 2.542
H -5.912 2.392 -0.853
H -4.469 3.027 -1.666
H -5.399 4.056 -0.568
H -2.369 3.135 1.453
H -3.192 4.470 0.651
H -2.295 3.304 -0.329
*
```

Calculated values
HOMO-LUMO gap (spin up / spin down) in eV: 6.628 / 6.630
Total energy in a.u.: -4778.69354
E_LUMO (spin up / spin down) in eV: -9.9 / -9.9